1.
A 10-piece molecular cluster, C42H96O18 overall. Source: OMol25; level of theory: wB97M-V/def2-TZVPD.

Calculated values
total charge = 0
HOMO energy = -0.3211 hartree
SMILES = c1ccccc1.COCCOC.COCCOC.COCCOC.COCCOC.COCCOC.COCCOC.COCCOC.COCCOC.COCCOC

Positions of all 156 atoms, in Å:
C: 18.133 23.879 -17.302
O: 19.213 23.786 -18.218
C: 19.095 22.913 -19.350
C: 19.160 21.366 -19.095
O: 17.899 20.874 -18.719
C: 18.186 19.544 -18.306
H: 18.551 24.550 -16.551
H: 17.961 22.909 -16.835
H: 17.309 24.278 -17.893
H: 19.941 23.147 -19.996
H: 18.221 23.309 -19.866
H: 19.840 21.215 -18.257
H: 19.486 20.925 -20.036
H: 17.244 19.097 -17.986
H: 18.892 19.394 -17.489
H: 18.588 18.980 -19.147
C: 17.619 24.700 -7.700
O: 16.444 24.597 -8.496
C: 15.310 24.910 -7.666
C: 14.438 25.942 -8.416
O: 13.172 26.306 -7.733
C: 12.422 27.250 -8.529
H: 18.416 24.307 -8.332
H: 17.727 24.159 -6.760
H: 17.801 25.760 -7.521
H: 15.556 25.341 -6.696
H: 14.840 24.034 -7.218
H: 14.181 25.517 -9.387
H: 14.995 26.855 -8.630
H: 11.709 27.718 -7.851
H: 12.017 26.821 -9.446
H: 13.094 28.001 -8.942
C: 18.482 18.181 -4.142
O: 18.441 19.482 -3.754
C: 19.483 20.351 -4.316
C: 19.250 20.603 -5.794
O: 18.210 21.435 -6.052
C: 17.683 21.315 -7.345
H: 18.271 17.940 -5.183
H: 17.718 17.655 -3.570
H: 19.371 17.636 -3.824
H: 20.509 20.009 -4.183
H: 19.427 21.283 -3.753
H: 19.203 19.707 -6.412
H: 20.103 21.100 -6.257
H: 16.702 21.776 -7.464
H: 17.467 20.307 -7.698
H: 18.349 21.800 -8.058
C: 11.437 17.135 -9.166
O: 12.334 18.232 -9.260
C: 13.299 18.154 -10.251
C: 14.190 19.456 -10.192
O: 13.472 20.678 -10.196
C: 14.062 21.801 -9.485
H: 11.931 16.213 -8.861
H: 10.786 16.941 -10.019
H: 10.855 17.441 -8.297
H: 12.958 18.096 -11.285
H: 13.953 17.334 -9.953
H: 14.853 19.323 -11.047
H: 14.709 19.356 -9.239
H: 13.927 22.701 -10.084
H: 15.136 21.626 -9.423
H: 13.513 21.892 -8.547
C: 17.085 29.491 -9.487
O: 16.902 29.518 -10.919
C: 18.153 29.268 -11.545
C: 18.794 27.843 -11.423
O: 17.976 26.777 -11.894
C: 17.304 26.878 -13.168
H: 18.100 29.706 -9.152
H: 16.952 28.494 -9.068
H: 16.366 30.194 -9.067
H: 18.881 29.994 -11.184
H: 18.192 29.535 -12.601
H: 18.981 27.476 -10.413
H: 19.755 27.748 -11.928
H: 16.501 27.614 -13.120
H: 16.796 25.920 -13.277
H: 18.011 27.034 -13.983
C: 22.613 24.033 -5.933
O: 21.931 23.853 -7.151
C: 22.524 22.821 -7.959
C: 21.704 22.355 -9.155
O: 20.720 21.413 -8.693
C: 20.797 20.110 -9.218
H: 22.005 24.585 -5.216
H: 23.585 24.475 -6.153
H: 22.825 23.055 -5.502
H: 22.828 21.924 -7.420
H: 23.425 23.220 -8.427
H: 22.336 21.797 -9.846
H: 21.338 23.180 -9.767
H: 20.111 19.489 -8.642
H: 21.767 19.665 -8.995
H: 20.511 20.004 -10.265
C: 15.715 23.265 -14.285
O: 14.641 24.045 -14.661
C: 14.638 24.676 -16.001
C: 13.286 25.428 -16.261
O: 12.306 24.438 -16.683
C: 11.018 24.892 -17.059
H: 16.583 23.916 -14.181
H: 16.042 22.627 -15.106
H: 15.656 22.680 -13.367
H: 14.886 23.909 -16.736
H: 15.418 25.437 -16.032
H: 13.354 26.241 -16.984
H: 12.842 25.946 -15.410
H: 10.302 24.969 -16.240
H: 10.565 24.200 -17.768
H: 11.116 25.752 -17.722
C: 17.182 17.168 -8.879
O: 17.855 17.774 -10.013
C: 18.854 16.914 -10.737
C: 20.050 16.221 -9.965
O: 20.914 17.277 -9.444
C: 22.263 16.950 -9.416
H: 16.628 16.252 -9.088
H: 16.412 17.867 -8.553
H: 17.861 16.977 -8.048
H: 19.400 17.546 -11.437
H: 18.308 16.153 -11.294
H: 20.547 15.570 -10.684
H: 19.874 15.612 -9.078
H: 22.722 16.848 -10.400
H: 22.503 16.006 -8.928
H: 22.892 17.654 -8.871
C: 13.607 15.402 -12.256
O: 13.506 16.565 -13.064
C: 14.475 16.709 -14.124
C: 15.811 17.078 -13.430
O: 16.515 18.034 -14.155
C: 17.039 17.639 -15.417
H: 13.069 15.471 -11.310
H: 14.620 15.136 -11.956
H: 13.262 14.545 -12.835
H: 14.050 17.406 -14.846
H: 14.427 15.699 -14.532
H: 16.390 16.161 -13.317
H: 15.668 17.472 -12.424
H: 16.304 17.078 -15.994
H: 17.931 17.014 -15.357
H: 17.308 18.613 -15.824
C: 18.332 23.132 -11.479
C: 19.009 23.363 -12.676
C: 19.140 22.362 -13.597
C: 18.728 21.079 -13.224
C: 18.244 20.782 -11.939
C: 17.874 21.818 -11.105
H: 18.054 23.923 -10.798
H: 19.207 24.397 -12.916
H: 19.489 22.524 -14.607
H: 18.854 20.256 -13.912
H: 17.872 19.798 -11.695
H: 17.259 21.642 -10.235

2.
C42H97N3O2P as an isolated structure. Source: OMol25; level of theory: wB97M-V/def2-TZVPD.

Calculated values
total charge = +3
HOMO energy = -0.6068 hartree

Positions of all 145 atoms, in Å:
O: -3.643 17.946 -33.652
H: -2.739 18.245 -33.868
C: -3.908 12.296 -38.796
C: -4.694 13.578 -38.622
C: -4.304 14.294 -37.369
C: -4.958 15.678 -37.282
P: -4.354 16.669 -35.790
C: -4.971 18.320 -35.982
C: -4.882 18.886 -37.440
C: -4.657 20.444 -37.463
C: -3.385 21.004 -36.728
C: -2.496 16.617 -35.598
C: -1.622 17.379 -36.577
C: -0.164 17.384 -36.018
C: 0.796 18.010 -37.064
C: -5.068 15.815 -34.270
C: -6.514 15.413 -34.227
C: -6.795 13.911 -34.745
C: -6.101 12.798 -33.824
H: -3.995 11.709 -37.882
H: -2.840 12.478 -38.912
H: -4.359 11.738 -39.616
H: -5.770 13.416 -38.696
H: -4.312 14.085 -39.508
H: -3.228 14.435 -37.261
H: -4.407 13.810 -36.397
H: -6.005 15.542 -37.013
H: -4.861 16.223 -38.220
H: -4.518 18.927 -35.198
H: -6.008 18.363 -35.651
H: -5.796 18.520 -37.907
H: -4.072 18.450 -38.026
H: -5.516 20.899 -36.969
H: -4.676 20.842 -38.477
H: -3.223 20.660 -35.706
H: -3.381 22.093 -36.672
H: -2.483 20.697 -37.256
H: -2.311 15.554 -35.753
H: -2.256 16.837 -34.557
H: -1.958 18.411 -36.677
H: -1.634 17.038 -37.612
H: 0.225 16.368 -35.938
H: -0.128 17.901 -35.059
H: 0.567 17.780 -38.104
H: 1.859 17.856 -36.881
H: 0.675 19.087 -36.942
H: -4.871 16.487 -33.434
H: -4.367 14.998 -34.096
H: -7.195 16.118 -34.703
H: -6.806 15.428 -33.177
H: -6.622 13.692 -35.799
H: -7.870 13.764 -34.641
H: -6.476 11.787 -33.983
H: -6.056 13.039 -32.762
H: -5.057 12.721 -34.127
C: 1.057 22.036 -33.280
C: -0.447 21.900 -32.933
N: -1.024 20.461 -33.174
C: -0.693 20.006 -34.616
C: -0.409 19.382 -32.159
C: -1.083 18.043 -32.164
C: -2.616 20.614 -33.077
C: -3.020 21.324 -31.792
O: -2.704 20.440 -30.756
C: -3.049 20.941 -29.435
H: 1.666 21.597 -32.490
H: 1.174 23.119 -33.329
H: 1.456 21.623 -34.207
H: -1.058 22.527 -33.582
H: -0.548 22.228 -31.898
H: -1.027 20.728 -35.361
H: -1.214 19.062 -34.780
H: 0.373 19.792 -34.686
H: -0.575 19.908 -31.219
H: 0.653 19.303 -32.396
H: -2.089 18.011 -31.745
H: -0.548 17.384 -31.480
H: -1.049 17.521 -33.120
H: -2.987 19.589 -33.060
H: -2.862 21.160 -33.988
H: -4.108 21.381 -31.824
H: -2.711 22.363 -31.679
H: -2.647 20.182 -28.763
H: -4.109 21.086 -29.231
H: -2.617 21.904 -29.164
C: 0.883 15.555 -33.240
C: -0.524 15.242 -33.894
C: -1.660 15.912 -33.032
C: -1.866 15.125 -31.713
N: -3.151 15.627 -30.967
C: -3.227 15.062 -29.492
C: -4.684 14.839 -29.280
C: -5.225 14.414 -30.586
C: -4.501 15.209 -31.582
C: -3.118 17.133 -30.792
H: 1.655 14.966 -33.734
H: 0.994 15.362 -32.172
H: 1.123 16.618 -33.222
H: -0.812 14.191 -33.904
H: -0.478 15.561 -34.935
H: -2.568 15.842 -33.630
H: -1.440 16.974 -32.915
H: -0.999 15.242 -31.063
H: -1.960 14.039 -31.733
H: -2.611 15.642 -28.804
H: -2.976 14.007 -29.600
H: -5.057 15.783 -28.885
H: -4.904 14.148 -28.466
H: -6.285 14.547 -30.804
H: -5.102 13.374 -30.887
H: -5.140 16.040 -31.881
H: -4.179 14.488 -32.333
H: -3.946 17.369 -30.124
H: -3.374 17.527 -31.776
H: -2.158 17.505 -30.434
C: -5.344 23.629 -33.957
C: -5.382 22.140 -34.337
C: -5.778 21.277 -33.108
C: -5.560 19.776 -33.336
N: -5.715 18.871 -32.102
C: -5.830 17.362 -32.477
C: -6.975 16.781 -31.614
C: -7.389 17.867 -30.597
C: -7.015 19.187 -31.343
C: -4.571 19.079 -31.079
H: -4.432 23.827 -33.394
H: -6.298 23.881 -33.495
H: -5.194 24.273 -34.823
H: -4.535 21.652 -34.820
H: -6.174 22.105 -35.086
H: -6.852 21.418 -32.987
H: -5.168 21.588 -32.259
H: -4.665 19.445 -33.863
H: -6.398 19.464 -33.960
H: -4.901 16.799 -32.384
H: -6.127 17.329 -33.525
H: -6.749 15.768 -31.281
H: -7.803 16.527 -32.275
H: -6.927 17.757 -29.616
H: -8.471 17.787 -30.493
H: -6.716 19.979 -30.657
H: -7.730 19.367 -32.147
H: -4.665 18.457 -30.189
H: -4.560 20.100 -30.698
H: -3.609 18.815 -31.519

| no. | E (Eh) |
| --- | --- |
| 1 | -3011.59791 |
| 2 | -2312.85931 |